1.
33
Properties=species:S:1:pos:R:3:lowdin_charge:R:1 method="wB97M-V/def2-TZVPD" total_energy_ev=-23127.007 smiles="C#C/C=N/C(=C/C(C)(C)C)O[SiH](C)C" charge=0 multiplicity=1 e_lumo_ev="-0.28 / -0.28"
C -5.63 -1.05 0.80 0.150
C -4.44 -1.26 0.67 -0.085
C -0.71 -0.94 0.07 -0.306
C -3.17 -0.83 0.21 -0.186
C 0.53 -1.58 0.23 0.020
C 2.70 -0.43 0.74 -0.039
C 1.76 -0.33 -1.64 -0.021
C 2.56 -2.51 -0.64 -0.081
C -1.33 1.94 1.59 -0.170
C 0.48 2.94 -0.72 -0.222
C 1.87 -1.18 -0.33 -0.590
N -2.02 -1.45 0.36 0.115
O -0.72 0.24 -0.64 -0.213
Si -1.02 1.79 -0.28 0.492
H -6.59 -0.97 1.15 0.009
H -3.18 0.16 -0.35 0.113
H 0.60 -2.47 0.90 0.129
H 3.84 -0.55 0.61 0.107
H 2.32 -0.75 1.71 0.073
H 2.50 0.65 0.74 0.062
H 0.89 -0.81 -2.06 0.086
H 1.61 0.71 -1.35 0.039
H 2.60 -0.49 -2.20 0.056
H 3.65 -2.46 -0.72 0.076
H 2.21 -2.88 -1.66 0.107
H 2.32 -3.30 0.16 0.100
H -1.08 2.96 1.86 0.027
H -2.30 1.58 1.91 0.027
H -0.64 1.32 2.11 0.007
H 0.83 3.25 -1.83 0.075
H 0.32 3.90 -0.18 0.014
H 1.47 2.46 -0.29 0.035
H -2.23 2.34 -0.93 -0.005

---

2.
34
Properties=species:S:1:pos:R:3:lowdin_charge:R:1 method="wB97M-V/def2-TZVPD" total_energy_ev=-48814.211 charge=-2 multiplicity=4 e_lumo_ev="5.44 / 5.63"
C 1.03 -1.13 -2.73 -0.185
C -0.37 -0.98 -2.93 -0.199
C -1.06 -1.61 -1.84 -0.193
C -0.07 -2.15 -0.95 -0.190
C 1.22 -1.85 -1.50 -0.192
V 0.25 0.11 -0.98 -0.018
C -1.52 1.49 -1.53 -0.122
C -0.38 1.72 -2.23 -0.369
C 0.36 2.31 -3.17 -0.064
N 1.70 0.92 -0.93 -0.191
H -2.13 -1.70 -1.72 0.092
H -0.84 -0.49 -3.78 0.100
H -0.27 -2.74 -0.06 0.097
H 2.17 -2.19 -1.08 0.083
H 1.81 -0.80 -3.40 0.099
H -2.33 0.84 -1.89 0.040
H 2.63 1.16 -0.58 -0.069
H -1.84 2.16 -0.72 0.060
H -0.02 3.07 -3.87 0.020
H 1.42 2.07 -3.26 0.027
C 1.41 -0.89 2.76 -0.266
Si -0.20 -0.01 2.31 0.234
C -1.65 -0.92 3.09 -0.205
C -0.08 1.77 2.90 -0.198
O -0.43 -0.01 0.70 -0.438
H 1.52 -0.93 3.86 -0.015
H 2.28 -0.37 2.35 0.000
H 1.42 -1.93 2.39 -0.001
H -1.59 -0.90 4.18 -0.001
H -2.60 -0.47 2.78 0.017
H -1.66 -1.98 2.77 0.012
H 0.81 2.26 2.50 0.020
H -0.96 2.35 2.57 0.016
H -0.04 1.82 4.00 -0.001

---

3.
32
Properties=species:S:1:pos:R:3:lowdin_charge:R:1 method="wB97M-V/def2-TZVPD" total_energy_ev=-21078.120 charge=0 multiplicity=1 e_lumo_ev="0.00 / -0.34"
C 0.36 -5.23 -0.16 -0.146
C -0.97 -4.90 -0.22 -0.081
C 1.41 -4.42 -0.51 -0.101
C -1.29 -3.55 -0.70 -0.119
C 1.08 -3.15 -1.02 -0.096
C -0.27 -2.74 -1.07 0.032
C -1.65 -0.07 0.79 -0.219
C 1.68 1.20 2.47 -0.179
C -0.40 2.95 -2.49 -0.189
C -1.38 1.34 0.34 -0.372
C 1.78 2.09 1.21 -0.364
N 0.43 2.92 -1.30 -0.237
Si 0.43 1.69 -0.08 0.732
H 0.52 -6.25 0.29 0.119
H -1.84 -5.55 0.03 0.112
H 2.41 -4.72 -0.42 0.086
H -2.31 -3.20 -0.52 0.092
H 1.94 -2.51 -1.20 0.091
H -2.58 -0.48 0.30 0.081
H -0.78 -0.76 0.61 0.043
H -1.86 -0.09 1.86 0.056
H 0.55 1.23 2.67 0.073
H 1.93 0.14 2.25 0.067
H 2.33 1.48 3.28 0.051
H 0.08 2.93 -3.49 0.074
H -0.93 2.04 -2.38 0.032
H -0.96 3.91 -2.49 0.087
H -1.99 1.97 1.01 0.080
H -1.93 1.47 -0.57 0.037
H 2.66 1.89 0.77 -0.015
H 1.97 3.14 1.64 0.098
H 0.99 3.77 -1.20 0.077

---

4.
35
Properties=species:S:1:pos:R:3:lowdin_charge:R:1 method="wB97M-V/def2-TZVPD" total_energy_ev=-45221.463 charge=+2 multiplicity=1 e_lumo_ev=-12.05
C -1.10 -2.94 0.45 -0.069
C -0.29 -2.06 -0.51 -0.220
C 1.13 -1.80 0.03 -0.304
C 1.82 -0.72 -0.83 -0.274
Si 1.79 0.98 0.10 0.624
C 0.73 2.31 -0.75 -0.254
O -0.34 2.66 0.06 -0.055
C -1.38 1.75 0.09 -0.257
C -1.89 1.42 1.34 0.029
C -2.94 0.53 1.42 -0.032
C -3.49 -0.03 0.28 -0.017
C -2.97 0.31 -0.97 -0.036
C -1.92 1.20 -1.06 -0.008
P 4.01 1.71 0.07 0.263
S 4.18 3.22 1.30 0.309
H -0.53 -3.83 0.70 0.087
H -1.32 -2.39 1.36 0.076
H -2.03 -3.25 0.00 0.088
H -0.14 -2.59 -1.44 0.137
H -0.81 -1.12 -0.66 0.081
H 0.93 -1.42 1.13 0.085
H 1.70 -2.72 0.02 0.131
H 2.84 -1.03 -1.02 0.077
H 1.35 -0.60 -1.80 0.103
H 1.47 0.77 1.56 0.047
H 0.45 1.94 -1.73 0.098
H 1.34 3.19 -0.90 0.112
H -1.50 1.87 2.24 0.135
H -3.37 0.28 2.38 0.125
H -4.32 -0.70 0.36 0.126
H -3.41 -0.11 -1.85 0.128
H -1.55 1.49 -2.04 0.131
H 4.88 0.63 0.29 -0.039
H 4.20 2.11 -1.26 -0.018
Pd 2.51 -1.04 1.65 0.592

---

5.
45
Properties=species:S:1:pos:R:3:lowdin_charge:R:1 method="wB97M-V/def2-TZVPD" total_energy_ev=-147094.466 charge=0 multiplicity=2 e_lumo_ev="-2.74 / -3.27"
Ag -1.88 0.75 3.63 0.892
C -0.49 0.86 1.32 -0.903
O -1.27 -0.12 1.65 -0.058
O -0.72 1.67 0.36 0.096
O -0.08 1.37 2.37 0.025
Cl -3.34 0.21 -3.32 0.586
C -4.16 -0.50 -1.93 -0.641
C -3.81 0.25 -0.66 -0.663
Cl -4.67 1.83 -0.46 0.524
H -3.77 -1.51 -1.77 0.057
H -5.23 -0.47 -2.16 0.069
H -2.75 0.49 -0.68 0.026
H -4.06 -0.33 0.23 0.067
Cl -1.35 -5.83 -0.69 0.541
C -1.43 -4.27 0.17 -0.649
C -1.13 -3.11 -0.76 -0.693
Cl 0.46 -3.17 -1.48 0.598
H -0.79 -4.27 1.05 -0.003
H -2.49 -4.24 0.44 0.063
H -1.18 -2.13 -0.28 0.046
H -1.88 -3.11 -1.55 0.059
Cl 3.35 -2.41 0.55 0.557
C 1.97 -1.55 1.30 -0.638
C 1.79 -2.01 2.79 -0.625
Cl 0.75 -3.44 2.93 0.587
H 1.04 -1.78 0.78 0.007
H 2.16 -0.47 1.28 0.045
H 1.15 -1.32 3.34 0.036
H 2.73 -2.25 3.29 0.062
Cl 4.39 2.38 -0.44 0.555
C 3.34 2.34 1.02 -0.629
C 3.25 3.75 1.66 -0.674
Cl 1.96 4.69 0.94 0.586
H 3.81 1.59 1.66 0.059
H 2.37 1.90 0.79 0.036
H 4.09 4.40 1.45 0.051
H 3.11 3.65 2.73 0.072
Cl 1.06 0.27 -3.73 0.546
C 0.10 1.41 -2.79 -0.694
C 1.00 2.64 -2.37 -0.660
Cl 1.23 3.64 -3.82 0.549
H -0.31 0.84 -1.96 0.028
H -0.74 1.79 -3.38 0.037
H 1.95 2.36 -1.92 0.020
H 0.48 3.19 -1.58 0.047

---

6.
44
Properties=species:S:1:pos:R:3:lowdin_charge:R:1 method="wB97M-V/def2-TZVPD" total_energy_ev=-48449.586 charge=-1 multiplicity=1 e_lumo_ev=2.03
C 3.01 2.44 1.12 -0.082
C 3.78 1.41 0.13 -0.269
O 2.86 0.58 -0.61 -0.220
C 3.44 -0.73 -0.90 -0.184
C 2.33 -1.55 -1.71 -0.070
C 1.31 -2.41 -0.81 -0.162
O 1.78 -3.80 -1.07 -0.030
C 2.11 -4.51 0.14 -0.344
O 2.08 -5.76 0.33 0.097
O 2.44 -3.48 1.12 0.010
C 1.44 -2.46 0.78 -0.238
C 1.36 -1.13 1.67 -0.115
C 0.14 -0.14 1.31 -0.177
C -1.19 -0.86 0.77 -0.215
C -2.53 0.05 1.00 -0.209
S -2.65 1.35 -0.33 0.739
O -1.68 1.11 -1.48 -0.363
O -2.39 2.70 0.30 -0.345
O -4.22 1.36 -0.89 -0.175
H 2.26 1.85 1.75 0.063
H 3.80 2.90 1.84 0.083
H 2.53 3.32 0.57 0.083
H 4.46 2.02 -0.58 0.127
H 4.46 0.77 0.82 0.117
H 3.80 -1.27 0.06 0.130
H 4.31 -0.53 -1.63 0.134
H 2.87 -2.24 -2.44 0.127
H 1.70 -0.82 -2.34 0.138
H 0.28 -2.43 -1.31 0.158
H 0.47 -3.01 1.09 0.154
H 2.37 -0.60 1.62 0.096
H 1.21 -1.47 2.76 0.132
H 0.53 0.70 0.61 0.114
H -0.16 0.39 2.29 0.125
H -1.12 -1.13 -0.33 0.096
H -1.35 -1.80 1.41 0.119
H -2.57 0.48 2.07 0.123
H -3.43 -0.65 0.87 0.111
H -4.20 1.23 -1.87 0.100
B -7.13 3.62 -1.63 -1.129
F -7.64 4.77 -2.32 0.037
F -8.22 2.82 -1.16 0.035
F -6.31 2.85 -2.52 0.034
F -6.34 4.05 -0.51 0.042